1:
Computed, not measured: a gas-phase ion, C6H10N (charge +1), with ωB97M-V/def2-TZVPD.

As for the highest occupied orbital energy: -14.6 eV. The SMILES is CC(C)C=C=C=[NH2+]. As for the total charge: +1.

Structure (XYZ):
```
17
C6H10N | the Open Molecules 2025 dataset | ωB97M-V/def2-TZVPD
N 2.9784 2.3950 0.8957
C -0.8254 -2.0520 -0.7867
C -0.6522 -0.5273 -0.4933
C 1.1043 0.7057 0.8637
C -2.0487 0.2684 -0.3136
C 2.0116 1.5348 0.8667
C 0.1125 -0.2798 0.7608
H -1.7488 1.2764 -0.2327
H -1.3630 -2.2221 -1.7108
H 0.1777 -2.4712 -1.0057
H 3.4351 2.7819 0.0003
H -2.4427 0.0009 -1.2374
H 3.6846 2.2625 1.6165
H -0.1681 -0.7557 1.6855
H -0.3671 -0.1098 -1.4123
H -1.3936 -2.5649 -0.0133
H -2.4947 -0.2427 0.5167
```

---

2:
Computed, not measured: a gas-phase ion, C6H10N (charge +1), with ωB97M-V/def2-TZVPD.

As for the highest occupied orbital energy: -13.9 eV. The SMILES is C=C(C)C=[N+]=CC. As for the total charge: +1.

Structure (XYZ):
```
17
C6H10N | the Open Molecules 2025 dataset | ωB97M-V/def2-TZVPD
N 1.1328 0.1975 0.3614
C 2.0525 0.8811 -0.2361
C 0.1049 -0.5769 0.5339
C -2.1811 -0.0587 -0.7303
C 2.7892 0.6586 -1.4774
C -1.3990 -0.5130 0.3230
C -2.1147 -0.6141 1.6061
H -3.1535 -0.3865 1.6010
H 3.6707 0.1992 -1.0945
H 3.0080 1.5280 -2.0325
H 0.2351 -1.4210 1.2442
H -3.2568 0.1157 -0.4381
H -1.4382 -0.1240 2.3760
H -1.9358 -0.0725 -1.7721
H -2.1629 -1.6717 1.8360
H 2.2575 0.0951 -2.2510
H 2.3912 1.7633 0.1506
```

---

3:
Computed, not measured: a molecular structure, C6H10N, with ωB97M-V/def2-TZVPD.

As for the highest occupied orbital energy: -14.3 eV. As for the total charge: +1.

Structure (XYZ):
```
17
C6H10N | the Open Molecules 2025 dataset | ωB97M-V/def2-TZVPD
N -0.7530 0.3482 -1.9583
C 1.1487 -0.2791 -0.4534
C 0.2130 -0.3926 1.7799
C 0.8956 0.3806 0.7233
C -1.5266 1.1116 -0.6153
C -1.8659 -0.1861 -1.1542
C -1.0866 1.6979 -1.7396
H 0.9576 -0.4120 2.5372
H 1.9574 0.0987 -1.0323
H -1.7005 -1.0768 -0.6383
H -0.5718 2.5677 -2.0341
H 1.2716 1.4340 0.9398
H -0.0041 -1.4147 1.4160
H 0.8982 -1.3992 -0.5861
H -0.5223 0.2712 2.2775
H 0.2153 0.1550 -1.3820
H -2.7175 -0.3063 -1.7135
```

---

4:
Computed, not measured: a gas-phase ion, C6H10N (charge +1), with ωB97M-V/def2-TZVPD.

As for the highest occupied orbital energy: -14.2 eV. As for the total charge: +1.

Structure (XYZ):
```
17
C6H10N | the Open Molecules 2025 dataset | ωB97M-V/def2-TZVPD
N 1.8816 0.0674 1.2942
C -0.4108 -0.2410 -0.2192
C 1.1784 -0.8067 1.8034
C 0.0256 -0.9848 -1.4296
C -1.0073 2.3600 -0.2296
C -0.6310 0.9894 -0.3492
C -0.2131 -0.9244 1.2143
H 2.7103 0.3001 1.8016
H -0.5031 -0.4733 -2.2709
H -0.5283 -1.9448 1.2332
H 1.0733 -0.7895 -1.5788
H -0.1814 -1.9867 -1.3203
H -0.7210 -0.3967 1.9224
H -0.1634 3.1585 -0.1803
H -1.8794 2.7244 -0.9915
H -1.3364 2.3826 0.7972
H 1.4195 -1.4568 2.5765
```

---

Of them, 1 has the highest stability.

---

1:
Computed, not measured: a gas-phase ion, C6H10N (charge +1), with ωB97M-V/def2-TZVPD.

As for the highest occupied orbital energy: -15.9 eV. The SMILES is CC1(C)[N+]2=C[C@]21C. As for the total charge: +1.

Structure (XYZ):
```
17
C6H10N | the Open Molecules 2025 dataset | ωB97M-V/def2-TZVPD
N -0.1447 -1.1085 -1.0174
C -1.1726 -1.4577 -0.2958
C 1.5760 -0.9940 0.8422
C -0.8267 -0.2815 0.3624
C -1.8486 0.8698 0.2472
C 0.6023 -0.2747 -0.0759
C 1.1151 1.0154 -0.6954
H 1.5072 -2.0385 0.7049
H 0.4620 1.1982 -1.6014
H 2.5762 -0.6946 0.6567
H -1.5267 1.4598 -0.5647
H 1.2543 -0.6962 1.8780
H 1.0886 1.9153 -0.1480
H -2.8734 0.4796 0.2511
H 2.1260 1.1953 -1.1416
H -2.1025 -2.0851 -0.5858
H -1.8125 1.4971 1.1835
```

---

2:
Computed, not measured: a molecular structure, C6H10N, with ωB97M-V/def2-TZVPD.

As for the highest occupied orbital energy: -15.1 eV. As for the total charge: +1.

Structure (XYZ):
```
17
C6H10N | the Open Molecules 2025 dataset | ωB97M-V/def2-TZVPD
N -0.9574 -0.4516 1.0890
C 0.7837 -0.0726 -0.1668
C 0.0689 -0.8395 2.0646
C -1.4559 1.5052 -0.4442
C 0.1868 -1.3542 0.6609
C 1.0944 -0.3171 -1.5782
C -0.5864 0.4353 0.1751
H 1.7053 0.4680 0.2908
H -0.3334 -1.5395 2.7388
H 2.2171 -0.3548 -1.7417
H 0.5151 -1.0472 -2.0449
H -0.9206 2.4468 -0.3698
H -1.7915 0.9763 -1.3508
H 0.6364 -0.0822 2.4645
H 0.9714 0.6054 -2.1070
H 0.1418 -2.2720 0.1544
H -2.2757 1.8939 0.1652
```

---

3:
Computed, not measured: 2 unconnected molecules or ions with the total composition C6H10N, with ωB97M-V/def2-TZVPD.

As for the highest occupied orbital energy (spin up / spin down): -13.6 / -13.6 eV. As for the total charge: +1.

Structure (XYZ):
```
17
C6H10N | the Open Molecules 2025 dataset | ωB97M-V/def2-TZVPD
N -0.5799 0.3283 0.1162
C 1.3077 -0.7120 -1.7201
C 0.1989 -1.2869 -1.2079
C -0.3873 -0.2099 1.3993
C -1.2964 -0.9762 2.0043
C 2.2794 -0.0433 -2.0299
C -0.0324 1.7262 -0.0309
H 0.4986 0.1240 1.8427
H -1.1835 -1.3791 2.9053
H 3.0993 0.5508 -2.2211
H -1.5141 0.1790 -0.2388
H -2.2396 -1.4092 1.4173
H -0.6301 -1.3196 -1.8512
H -0.7620 2.4350 -0.3988
H 0.0904 -1.9496 -0.2942
H 0.1725 2.1148 0.8909
H 0.9785 1.8276 -0.5832
```

---

4:
Computed, not measured: a gas-phase ion, C6H10N (charge +1), with ωB97M-V/def2-TZVPD.

As for the highest occupied orbital energy: -14.4 eV. The SMILES is C=C=C/C(C)=[NH+]/C. As for the total charge: +1.

Structure (XYZ):
```
17
C6H10N | the Open Molecules 2025 dataset | ωB97M-V/def2-TZVPD
N 0.0277 -0.2459 0.6524
C 0.2658 3.3001 0.1184
C -0.2178 -0.2244 -0.6458
C 0.1878 2.0748 -0.3764
C -0.3904 -1.4489 -1.5034
C -0.2616 1.0981 -1.1670
C 0.3203 -1.4069 1.5672
H -0.4413 -1.1802 -2.5365
H 1.2830 -1.7876 1.4387
H -1.3287 -1.9554 -1.3204
H -0.4262 -2.1880 1.4100
H 1.1771 3.7661 0.1388
H 0.4366 0.5098 1.2087
H 0.4359 -1.0319 2.6639
H -0.5574 1.4604 -2.2056
H -0.4815 3.7272 0.7787
H 0.4117 -2.1928 -1.3266
```

---

Of them, 4 has the highest stability.

---

1:
Computed, not measured: a gas-phase ion, C4H10NO2 (charge +1), with ωB97M-V/def2-TZVPD.

As for the highest occupied orbital energy: -15.2 eV. The SMILES is C[NH2+][C@@H](C)C(=O)O. As for the total charge: +1.

Structure (XYZ):
```
17
C4H10NO2 | the Open Molecules 2025 dataset | ωB97M-V/def2-TZVPD
O 0.5640 -0.1322 1.8037
O 0.3726 2.0095 1.0883
N 0.0164 -1.2454 -0.4382
C 0.3420 -1.9252 -1.7275
C -1.4422 0.7034 -0.7910
C -0.0203 0.2499 -0.4899
C 0.3396 0.8443 0.8923
H -2.1496 0.6451 0.0274
H 1.3955 -1.7472 -1.9575
H 0.7281 0.6633 -1.1415
H -1.4512 1.7363 -1.1056
H 0.9558 0.2050 2.5927
H -1.7916 0.1889 -1.6773
H 0.7454 -1.4855 0.2408
H -0.8652 -1.6013 -0.0687
H -0.2386 -1.5032 -2.5394
H 0.3017 -3.0016 -1.5772
```

---

2:
Computed, not measured: a molecular structure, C4H10NO2, with ωB97M-V/def2-TZVPD.

As for the highest occupied orbital energy: -15.0 eV. As for the total charge: +1.

Structure (XYZ):
```
17
C4H10NO2 | the Open Molecules 2025 dataset | ωB97M-V/def2-TZVPD
O 1.6904 -0.8704 -0.0071
O -0.1360 -1.7333 -0.4404
N -0.1952 0.6143 -0.2144
C -1.7358 0.5618 -0.0827
C 0.3453 1.6585 0.6851
C 0.3667 -0.6863 0.3911
C 1.2427 -2.0306 -0.7276
H 1.6717 -2.0276 -1.8302
H -2.0649 1.2974 -0.9100
H 0.1549 1.5344 1.7149
H 0.1338 0.8365 -1.0919
H -0.1057 2.5485 0.3349
H -2.0654 0.7871 0.9562
H -2.2164 -0.4033 -0.1567
H 1.4577 -3.0752 -0.4327
H -0.0490 -0.6691 1.3536
H 1.5052 1.6573 0.4581
```

---

Of them, 1 has the highest stability.

---

1:
Computed, not measured: a single C4H2O2 molecule, with ωB97M-V/def2-TZVPD.

As for the highest occupied orbital energy: -10.8 eV. The SMILES is O=CC#CC=O.

Structure (XYZ):
```
8
C4H2O2 | the Open Molecules 2025 dataset | ωB97M-V/def2-TZVPD
O 2.7170 -0.3699 -0.1783
O -2.1927 0.5416 0.7028
C -0.4649 -0.7673 -0.1739
C 0.5125 -0.0578 -0.3032
C 1.8333 0.4513 -0.1256
C -1.8594 -0.3719 -0.0112
H 1.9835 1.5171 0.1189
H -2.5272 -0.9389 -0.6539
```

---

2:
Computed, not measured: a single C4H2O2 molecule, with ωB97M-V/def2-TZVPD.

As for the highest occupied orbital energy: -11.0 eV. The SMILES is O=CC#CC=O.

Structure (XYZ):
```
8
C4H2O2 | the Open Molecules 2025 dataset | ωB97M-V/def2-TZVPD
O -2.2229 0.6250 -1.7049
O 1.6666 -1.1938 2.0933
C -0.2970 0.0238 -0.5278
C 1.1001 -0.1903 1.7334
C 0.3447 -0.0955 0.4893
C -1.0974 0.1936 -1.7353
H -0.6068 -0.0992 -2.6797
H 1.1128 0.7364 2.3317
```

---

Of them, 2 has the highest stability.

---

1:
Computed, not measured: a single C4H2O2 molecule, with ωB97M-V/def2-TZVPD.

As for the highest occupied orbital energy (spin up / spin down): -9.7 / -8.4 eV.

Structure (XYZ):
```
8
C4H2O2 | the Open Molecules 2025 dataset | ωB97M-V/def2-TZVPD
O -0.2078 -0.1462 1.4811
O 0.1228 1.8885 0.5407
C 0.0367 -0.7894 0.3259
C -0.1638 -0.2665 -0.9651
C 0.1919 1.1387 1.4617
C -0.6420 0.8486 -1.5203
H 0.5199 -1.7469 0.4603
H 0.1424 -0.9268 -1.7843
```

---

2:
Computed, not measured: a single C4H2O2 molecule, with ωB97M-V/def2-TZVPD.

As for the highest occupied orbital energy: -9.2 eV. The SMILES is O=C=C=CC=O.

Structure (XYZ):
```
8
C4H2O2 | the Open Molecules 2025 dataset | ωB97M-V/def2-TZVPD
O 4.4426 0.3907 -0.0162
O 0.6511 -1.9613 0.0230
C 0.7822 0.2516 -0.0371
C 2.0649 -0.1242 -0.0791
C -0.0157 -0.9641 0.0745
C 3.2778 0.2344 0.0007
H 0.5589 1.3270 -0.0650
H -1.1962 -1.0901 0.2523
```

---

3:
Computed, not measured: a single C4H2O2 molecule, with ωB97M-V/def2-TZVPD.

As for the highest occupied orbital energy: -10.7 eV.

Structure (XYZ):
```
8
C4H2O2 | the Open Molecules 2025 dataset | ωB97M-V/def2-TZVPD
O 1.0582 0.0220 1.5931
O -2.3183 0.1163 -0.6456
C 0.3265 -0.1246 -1.8493
C 0.0822 -0.0627 -0.5643
C 1.2225 -0.1620 0.4130
C -1.3029 0.1852 -0.0071
H -1.2770 0.4402 1.0674
H 2.2089 -0.4143 -0.0073
```

---

4:
Computed, not measured: a molecular structure, C4H2O2, with ωB97M-V/def2-TZVPD.

As for the highest occupied orbital energy (spin up / spin down): -9.2 / -9.2 eV.

Structure (XYZ):
```
8
C4H2O2 | the Open Molecules 2025 dataset | ωB97M-V/def2-TZVPD
O 1.2629 1.1016 0.7354
O 1.3730 -1.2780 -1.5276
C 0.6013 -0.7766 -0.7944
C -0.4753 -1.0809 0.0981
C -1.0617 -0.1177 0.7183
C 0.3006 0.7354 0.0770
H -1.8132 0.1704 1.4518
H -0.1877 1.2457 -0.7587
```

---

Of them, 2 has the highest stability.

---

1:
Computed, not measured: a single C7H7NO2S molecule, with ωB97M-V/def2-TZVPD.

As for the highest occupied orbital energy: -8.5 eV. The SMILES is N=[S@H](=O)[C@]12C[C@H]1C=CC2=C=O.

Structure (XYZ):
```
18
C7H7NO2S | the Open Molecules 2025 dataset | ωB97M-V/def2-TZVPD
S -1.6454 1.3164 0.0453
O -1.2396 2.7015 0.1762
O -1.9996 -2.8351 0.5408
N -2.5005 0.6775 -1.0631
C 1.2248 -1.4935 -0.5558
C 1.9224 -0.3899 -0.8172
C -0.1340 -1.2782 0.0235
C 0.9367 0.6517 1.2456
C 1.1324 0.7381 -0.2669
C -1.1380 -2.1180 0.1881
C -0.2133 0.2183 0.2970
H 0.7016 1.6388 1.7953
H -2.0869 0.2774 -1.8465
H 2.9183 -0.4171 -1.1629
H 1.2660 1.7744 -0.7607
H -2.3994 1.0638 1.1456
H 1.5269 -0.0306 1.7692
H 1.7277 -2.4956 -0.7537
```

---

2:
Computed, not measured: 2 unconnected molecules or ions with the total composition C7H7NO2S, with ωB97M-V/def2-TZVPD.

As for the highest occupied orbital energy (spin up / spin down): -8.5 / -7.2 eV.

Structure (XYZ):
```
18
C7H7NO2S | the Open Molecules 2025 dataset | ωB97M-V/def2-TZVPD
S -2.7883 1.5671 0.3279
O -3.4242 -0.9976 -0.6808
O -2.0694 -2.0109 0.7645
N -2.1776 -1.4526 -0.5391
C 0.7004 0.5010 1.1942
C 2.7337 0.2237 -0.1737
C 1.9051 0.4946 -1.2520
C -0.0652 0.6544 0.0352
C -1.4109 0.9143 0.2002
C 2.0959 0.3224 1.1287
C 0.5738 0.8016 -1.1886
H 3.6223 -0.3052 -0.3672
H 2.2032 0.2962 -2.2615
H -1.1041 -1.9478 0.9136
H 2.5803 0.0412 2.0624
H -3.5412 -0.2024 -0.0620
H 0.1836 0.3146 2.0917
H -0.0174 0.7853 -2.1934
```

---

Of them, 1 has the highest stability.